Model i:
Entry from the OMol25 dataset: a 2-piece molecular cluster, C7H14N3 overall (wB97M-V/def2-TZVPD).

For the HOMO-LUMO gap, the calculation gives 0.39429 hartree.

```
! wB97M-V def2-TZVPD RIJCOSX def2/J DEFGRID3
* xyz 1 1
N -1.3320 1.1307 0.9930
N -0.9896 -0.1035 0.7766
N -0.6574 -1.1500 -1.6450
C 1.1613 0.2005 -0.8781
C 2.0136 0.6375 0.3403
C -2.5846 -0.0685 2.3479
C 0.1502 -0.9169 -0.6632
C -2.2625 1.2460 1.9031
C 2.0704 -0.1987 -2.0461
C -1.7237 -0.9172 1.5852
H 2.6741 0.6287 -2.2703
H 2.9528 0.8058 -0.0684
H -2.6179 2.2016 2.1922
H -0.8729 -0.2492 -2.2552
H -3.2022 -0.4315 3.0634
H -0.7445 1.9753 0.5614
H 2.6788 -1.1413 -1.6609
H 1.6742 1.5839 0.7216
H -1.3932 -1.7776 -1.5758
H 1.4499 -0.5582 -2.8040
H 0.5645 -1.6496 0.0276
H 2.0996 -0.2426 1.0610
H -1.6285 -1.9725 1.4485
H 0.5199 0.9675 -1.1549
*
```

=====

Model ii:
Entry from the OMol25 dataset: an isolated ion of composition C7H14N3 and charge +1 (wB97M-V/def2-TZVPD).

The structure (SMILES) is C=N/N=C/C/[NH+]=C/C(C)C. For the HOMO-LUMO gap, the calculation gives 0.31200 hartree.

```
! wB97M-V def2-TZVPD RIJCOSX def2/J DEFGRID3
* xyz 1 1
N 2.2477 -0.1299 -0.2221
N -0.0484 -1.4832 -0.0975
N 3.0862 0.8227 -0.1263
C 1.0874 -2.0889 0.3626
C -0.8162 -0.6629 0.4777
C 3.5905 1.6901 -0.8352
C 2.3470 -1.3616 -0.1927
C -2.2131 0.7207 -1.1299
C -2.4646 1.0458 1.3935
C -2.0815 0.0297 0.2247
H 3.9976 2.5489 -0.2252
H -2.1891 0.0693 -1.8946
H -2.9712 0.6952 2.2932
H 1.2184 -3.1089 -0.0165
H -0.6018 -0.7328 1.6480
H -0.1740 -1.4320 -1.1487
H 3.5423 1.9324 -1.9078
H -2.9449 1.4746 -1.3859
H 1.0947 -2.1240 1.4261
H -3.1983 1.7476 1.0639
H 3.2453 -1.8740 -0.3608
H -1.6012 1.5355 1.6842
H -1.3629 1.4260 -1.2246
H -2.7897 -0.7404 0.1939
*
```

=====

Model iii:
Entry from the OMol25 dataset: an isolated ion of composition C7H14N3 and charge +1 (wB97M-V/def2-TZVPD).

The structure (SMILES) is CC(C)(C)C[n+]1cnc[nH]1. For the HOMO-LUMO gap, the calculation gives 0.37964 hartree.

```
! wB97M-V def2-TZVPD RIJCOSX def2/J DEFGRID3
* xyz 1 1
N 3.7362 -0.7475 -0.0894
N 1.7429 -0.0252 0.5459
N 2.4899 1.0439 0.1802
C -0.7632 -0.0457 -0.0276
C 0.4745 -0.0252 1.1517
C -2.0670 -0.1246 0.7943
C 3.6584 0.5491 -0.2762
C 2.5312 -1.0818 0.3772
C -0.6019 -1.3669 -0.8461
C -0.5276 1.1448 -1.0684
H -2.9138 0.1557 0.1460
H -0.0623 -1.1408 -1.7348
H 2.2121 -2.0323 0.4664
H -1.3804 1.2381 -1.6060
H -1.5383 -1.8088 -1.0252
H 4.4071 1.1926 -0.9345
H -0.7456 1.9992 -0.5141
H 0.1652 0.8115 1.6706
H 2.2836 2.0680 0.4638
H 0.3446 -0.8329 1.9261
H -2.0778 0.6585 1.5769
H -2.1154 -1.0600 1.2129
H 0.1121 -2.0915 -0.3314
H 0.2841 1.1083 -1.6850
*
```

=====

Model iv:
Entry from the OMol25 dataset: a 2-piece molecular cluster, C7H14N3 overall (wB97M-V/def2-TZVPD).

For the HOMO-LUMO gap, the calculation gives 0.31830 hartree.

```
! wB97M-V def2-TZVPD RIJCOSX def2/J DEFGRID3
* xyz 1 1
N 3.5258 -0.1016 0.0522
N -0.5517 1.0541 0.2933
N -0.5603 -1.1873 0.9829
C 2.8951 -1.2345 -0.6146
C -1.6333 -1.6315 0.0964
C 2.0351 -0.2705 -0.5843
C -0.0805 0.0363 0.9223
C -1.7392 -0.6361 -1.0145
C 0.1231 2.3587 0.2729
C -1.8079 0.8086 -0.2854
H -2.5884 0.6013 0.5551
H -2.5227 -1.5661 0.6192
H -1.3173 -2.6950 -0.2405
H -0.0560 -1.9102 1.6244
H 3.1666 -2.3528 -0.7509
H -2.2089 1.5773 -0.9711
H 1.0880 2.1981 -0.1959
H 0.1827 2.5976 1.2863
H -0.3783 3.1791 -0.2456
H 1.6585 0.4578 -1.2421
H 0.7368 0.3025 1.6463
H -2.6377 -0.6748 -1.6061
H 3.5285 -0.3204 1.0674
H -0.8581 -0.5907 -1.6677
*
```

=====

Computed energies relative to the best structure, in kcal/mol: model i 0.0; model ii 55.7; model iii 11.9; model iv 67.3

=====

Model i:
Entry from the OMol25 dataset: an isolated ion of composition C9H13N2 and charge +1 (wB97M-V/def2-TZVPD).

The structure (SMILES) is N[C@@H]1[C@@H]([NH3+])[C@@H]1c1ccccc1. For the HOMO-LUMO gap, the calculation gives 0.31601 hartree.

```
! wB97M-V def2-TZVPD RIJCOSX def2/J DEFGRID3
* xyz 1 1
N 3.0196 -1.1094 0.2943
N 1.1787 1.8349 -0.9557
C -1.5063 0.9730 0.6516
C 1.8402 -0.4702 -0.2895
C -2.6326 -1.1993 -0.5972
C 1.6407 1.0138 0.0238
C -1.2698 -1.2320 -0.2827
C -0.6922 -0.1439 0.3444
C 0.7692 -0.1126 0.6406
C -3.4802 -0.1871 -0.2389
C -2.9047 0.8425 0.4205
H -3.6752 1.7035 0.7707
H -0.5677 -1.9636 -0.4937
H 3.0669 -1.0268 1.2996
H 1.4761 -0.8838 -1.2516
H 2.9922 -2.1132 0.1952
H -2.9680 -2.1854 -0.9618
H 1.0234 -0.3218 1.6365
H 1.6577 1.8321 -1.8515
H -1.0078 1.7671 1.1721
H 2.4523 1.3688 0.6525
H 0.3038 2.4293 -0.8674
H 3.7853 -0.5697 0.1358
H -4.5014 -0.2460 -0.4477
*
```

=====

Model ii:
Entry from the OMol25 dataset: an isolated ion of composition C9H13N2 and charge +1 (wB97M-V/def2-TZVPD).

The structure (SMILES) is Cc1cc[n+]2c(c1)[C@H](C)CN2. For the HOMO-LUMO gap, the calculation gives 0.33633 hartree.

```
! wB97M-V def2-TZVPD RIJCOSX def2/J DEFGRID3
* xyz 1 1
N -0.1594 0.9726 1.0517
N -1.2882 1.1935 1.7493
C -1.5775 -0.8089 0.3595
C -0.2247 -0.1705 0.2569
C 2.1648 1.2950 0.7527
C 0.9705 1.6601 1.3356
C -2.3545 0.2690 1.1370
C 0.9430 -0.5759 -0.2982
C 2.0975 0.2253 -0.1435
C 3.3365 0.0832 -0.9955
C -2.2976 -1.2733 -0.9061
H 2.9374 0.0898 -2.0510
H -1.4541 2.1671 1.8417
H -3.2996 -1.2371 -0.6306
H -2.9410 -0.1801 1.9670
H -3.0140 0.9729 0.5147
H -1.9423 -0.6564 -1.8259
H 0.9892 -1.4874 -0.9502
H -1.4670 -1.6182 1.0072
H 4.0190 0.9120 -0.8244
H 0.8639 2.5291 1.9977
H 3.7588 -0.9567 -0.7954
H 3.0745 1.9627 0.7810
H -2.0584 -2.4123 -1.0836
*
```

=====

Model iii:
Entry from the OMol25 dataset: an isolated ion of composition C9H13N2 and charge +1 (wB97M-V/def2-TZVPD).

For the HOMO-LUMO gap (spin up / spin down), the calculation gives 0.25592 / 0.26446 hartree.

```
! wB97M-V def2-TZVPD RIJCOSX def2/J DEFGRID3
* xyz 1 1
N 1.7528 -0.6469 -0.3026
N -0.4168 -1.7935 -0.8167
C 0.9404 -1.6429 -0.7585
C -0.8819 -2.5374 -1.9900
C -2.1084 -0.5110 0.4611
C 1.6632 0.4993 0.3448
C 0.4199 0.9888 1.0017
C -1.3596 -1.4675 0.0118
C -0.6913 1.4644 0.0725
C -1.8441 0.8422 -0.1054
C 0.7476 2.1425 1.9601
H 2.5743 1.0650 0.4402
H 1.4724 -2.3853 -1.3289
H -2.8803 -0.6332 1.2012
H -0.5273 2.4459 -0.3423
H -2.6470 1.2747 -0.6822
H 1.4134 2.8621 1.4936
H -0.3056 -3.4480 -2.1375
H -0.1607 2.6593 2.2561
H -1.9267 -2.8056 -1.8565
H 0.0056 0.1444 1.5711
H 1.2293 1.7658 2.8580
H 2.7044 -0.8493 -0.6051
H -0.7865 -1.9017 -2.8710
*
```

=====

Model iv:
Entry from the OMol25 dataset: a 2-piece molecular cluster, C9H13N2 overall (wB97M-V/def2-TZVPD).

For the HOMO-LUMO gap, the calculation gives 0.31694 hartree.

```
! wB97M-V def2-TZVPD RIJCOSX def2/J DEFGRID3
* xyz 1 1
N 0.6218 0.4686 2.2075
N 2.2841 -0.6025 0.3837
C -0.6354 1.0918 1.6310
C -1.5170 -1.0296 -1.2140
C -0.9870 -0.8186 0.1732
C -2.4355 -0.3193 -1.7628
C 2.4795 -0.7240 -0.7428
C -2.4515 1.2104 0.0839
C -3.0133 0.7321 -1.0492
C 2.7922 -0.8800 -2.0999
C -1.2943 0.5785 0.6413
H -2.7071 -0.4823 -2.7687
H 3.7519 -1.4935 -2.1230
H -3.8928 1.2771 -1.4137
H 0.4413 -0.3325 2.8827
H -0.9508 -1.8181 -1.7226
H -2.7459 2.1724 0.4448
H 0.0128 -1.1097 0.1661
H 1.0610 1.2805 2.6174
H 1.9047 -1.4597 -2.6265
H -1.6254 -1.4550 0.7658
H -0.8647 2.0489 1.9645
H 2.9191 0.0773 -2.5823
H 1.3040 0.1581 1.3039
*
```

=====

Computed energies relative to the best structure, in kcal/mol: model i 26.9; model ii 0.0; model iii 72.4; model iv 22.7

=====

Model i:
Entry from the OMol25 dataset: a 4-piece molecular cluster, CH11NO4 overall (wB97M-V/def2-TZVPD).

The structure (SMILES) is NCO.O.O.O. For the HOMO-LUMO gap, the calculation gives 0.32507 hartree.

```
! wB97M-V def2-TZVPD RIJCOSX def2/J DEFGRID3
* xyz 0 1
O 2.4060 0.1246 0.1186
O -1.6904 0.7274 -2.1381
O 1.1264 3.2456 -1.5707
O -1.6038 -2.3116 1.0798
N -0.0463 -1.2359 2.4347
C -1.2915 -1.0854 1.6873
H -1.4391 -0.1585 -2.4596
H 1.7820 3.5536 -2.2092
H 2.6183 0.2286 -0.8195
H 1.1547 2.2687 -1.5719
H -1.8082 -2.1430 0.1575
H 2.7514 -0.7780 0.1727
H -2.1101 1.2306 -2.8406
H -1.9427 -0.6248 2.4325
H 0.3932 -2.1421 2.2701
H -1.0049 -0.3176 0.9840
H 0.7049 -0.5822 2.2724
*
```

=====

Model ii:
Entry from the OMol25 dataset: a 4-piece molecular cluster, CH11NO4 overall (wB97M-V/def2-TZVPD).

The structure (SMILES) is NCO.O.O.O. For the HOMO-LUMO gap, the calculation gives 0.37015 hartree.

```
! wB97M-V def2-TZVPD RIJCOSX def2/J DEFGRID3
* xyz 0 1
O 0.4529 -0.1951 -2.5099
O -1.0578 2.1794 -1.1826
O 0.6982 -0.5986 0.2158
O -2.1071 1.2107 0.9982
N 1.2935 -0.9386 2.3420
C 0.6144 -1.6345 1.2486
H -0.6682 2.9498 -1.6307
H -2.8338 0.6329 0.7560
H 2.2962 -0.8914 2.1329
H -0.3149 1.9933 -0.5851
H -1.3208 0.7284 0.6024
H 0.4569 0.5818 -3.0673
H 0.4728 -0.9921 -3.0382
H 1.0957 -2.4787 0.8149
H 0.3919 -0.7246 -0.7044
H -0.4397 -1.8849 1.3771
H 0.9697 0.0622 2.2304
*
```

=====

Computed energies relative to the best structure, in kcal/mol: model i 3.9; model ii 0.0

=====

Model i:
Entry from the OMol25 dataset: a 2-piece molecular cluster, C7H13N4 overall (wB97M-V/def2-TZVPD).

For the HOMO-LUMO gap, the calculation gives 0.35224 hartree.

```
! wB97M-V def2-TZVPD RIJCOSX def2/J DEFGRID3
* xyz 1 1
N 1.2522 2.0347 -0.7031
N 1.8335 -0.2759 0.8549
N 0.9924 3.1741 -1.3042
N -0.7164 1.8816 -1.6848
C 0.5876 -0.5109 0.4605
C -0.6691 -1.1628 2.6297
C 0.0051 -1.8412 0.1849
C 0.2532 1.2677 -0.8281
C -0.7274 -2.1587 -1.0765
C -0.2278 3.0626 -1.9543
C -0.6580 -0.8891 1.1896
H -1.5990 -0.3422 0.8805
H -0.6022 -2.1889 2.9040
H -1.0803 -3.1769 -1.0505
H 0.4004 -2.7926 0.6659
H -0.0430 -0.4991 3.3567
H 2.0337 0.6788 1.1272
H -1.5510 -0.7084 2.9144
H -1.6088 1.5435 -1.8022
H -0.6727 3.7567 -2.6766
H 1.6409 3.9742 -1.2935
H -1.5132 -1.5161 -1.3431
H 0.0730 -2.4021 -1.9263
H 2.5966 -0.9091 0.4747
*
```

=====

Model ii:
Entry from the OMol25 dataset: C7H13N4 as an isolated structure (wB97M-V/def2-TZVPD).

For the HOMO-LUMO gap, the calculation gives 0.36206 hartree.

```
! wB97M-V def2-TZVPD RIJCOSX def2/J DEFGRID3
* xyz 1 1
N -0.0501 0.2144 -1.1894
N 0.6165 -2.2657 0.1591
N 0.7845 -0.4091 -1.8940
N -0.5304 -1.6747 2.0862
C -0.9418 1.0128 -1.9428
C -0.5875 0.7651 -3.3059
C 0.0145 -1.4094 0.9604
C 0.0601 0.3991 0.2439
C -1.0509 1.1520 0.9009
C 1.4641 0.8549 0.6712
C 0.5099 -0.1779 -3.1701
H -1.7593 1.6836 -1.6291
H -1.3901 1.9844 0.2395
H -0.6568 1.4572 1.9044
H -0.6721 -2.6811 2.2480
H 2.1856 0.4497 -0.0808
H 0.9843 -2.1621 -0.7854
H 1.4160 1.9100 0.5739
H -0.9917 -1.0307 2.6714
H -2.0150 0.5583 1.1289
H 1.8096 0.6427 1.6489
H 1.1966 -0.5579 -3.8799
H -1.0962 1.0555 -4.1543
H 0.5634 -3.2320 0.5201
*
```

=====

Computed energies relative to the best structure, in kcal/mol: model i 60.4; model ii 0.0

=====

Model i:
Entry from the OMol25 dataset: a 2-piece molecular cluster, C3H2O3 overall (wB97M-V/def2-TZVPD).

For the HOMO-LUMO gap, the calculation gives 0.31364 hartree.

```
! wB97M-V def2-TZVPD RIJCOSX def2/J DEFGRID3
* xyz 0 1
O -2.3470 0.7146 0.9728
O 1.2846 -0.5410 0.8766
O -0.6506 0.9628 -1.6870
C 0.0826 0.2975 -1.0475
C -1.2441 0.4932 1.0695
C 0.9484 -0.5031 -0.4511
H 0.5163 -0.1776 1.3539
H 1.4099 -1.2465 -1.0871
*
```

=====

Model ii:
Entry from the OMol25 dataset: one molecule with the formula C3H2O3 (wB97M-V/def2-TZVPD).

The structure (SMILES) is O=c1occo1. For the HOMO-LUMO gap, the calculation gives 0.38990 hartree.

```
! wB97M-V def2-TZVPD RIJCOSX def2/J DEFGRID3
* xyz 0 1
O 2.3840 -0.0313 -0.3374
O 0.4756 -1.1133 0.3113
O 0.5140 1.0992 0.2513
C 1.2727 -0.0148 0.0751
C -0.8134 -0.6517 0.0998
C -0.7785 0.6707 0.0201
H -1.4537 1.4129 -0.3662
H -1.6016 -1.3716 -0.0558
*
```

=====

Model iii:
Entry from the OMol25 dataset: one molecule with the formula C3H2O3 (wB97M-V/def2-TZVPD).

For the HOMO-LUMO gap, the calculation gives 0.30195 hartree.

```
! wB97M-V def2-TZVPD RIJCOSX def2/J DEFGRID3
* xyz 0 1
O -1.0142 -0.7410 -0.7314
O -2.8732 -0.4689 0.6634
O 1.9107 0.8752 0.4595
C 0.3164 -0.2955 -0.6618
C 0.5994 0.4662 0.4396
C -1.8943 -0.5521 0.0534
H 2.0452 1.3659 1.2758
H 0.9100 -0.6498 -1.4986
*
```

=====

Model iv:
Entry from the OMol25 dataset: one molecule with the formula C3H2O3 (wB97M-V/def2-TZVPD).

For the HOMO-LUMO gap, the calculation gives 0.33130 hartree.

```
! wB97M-V def2-TZVPD RIJCOSX def2/J DEFGRID3
* xyz 0 1
O 2.6370 -0.4911 -0.4171
O -2.5410 0.8798 0.1624
O 0.5150 0.2994 -0.3816
C 1.5082 -0.6784 -0.7045
C -0.5112 -0.3035 0.1588
C -1.4712 0.6904 0.6962
H 1.0456 -1.5515 -1.1804
H -1.1824 1.1548 1.6661
*
```

=====

Computed energies relative to the best structure, in kcal/mol: model i 32.7; model ii 0.0; model iii 97.4; model iv 64.3

=====

Model i:
Entry from the OMol25 dataset: a 2-piece molecular cluster, C5H11O3 overall (wB97M-V/def2-TZVPD).

For the HOMO-LUMO gap (spin up / spin down), the calculation gives 0.42880 / 0.26549 hartree. As for the expectation value of S²: 0.755.

```
! wB97M-V def2-TZVPD RIJCOSX def2/J DEFGRID3
* xyz 0 2
O -4.2534 -0.5852 -1.3527
O -0.8253 -1.5110 -1.9487
O -1.6596 0.2019 -0.7230
C 2.1427 1.1574 0.8276
C 0.5158 -0.6795 1.4454
C 0.7277 0.5804 0.6009
C -0.7682 -0.5024 -1.3034
C 0.6138 0.2163 -0.8787
H -3.9818 -1.5108 -1.4436
H -0.4757 -1.0868 1.2731
H -3.4147 -0.1928 -1.0263
H 0.0399 1.3789 0.8289
H 2.1885 2.1284 0.3583
H 1.3538 -0.5444 -1.1041
H 1.2814 -1.4157 1.1850
H 2.8966 0.4798 0.4330
H 0.6761 1.0517 -1.5697
H 2.2770 1.2753 1.9037
H 0.6655 -0.4414 2.4944
*
```

=====

Model ii:
Entry from the OMol25 dataset: a 2-piece molecular cluster, C5H11O3 overall (wB97M-V/def2-TZVPD).

For the HOMO-LUMO gap (spin up / spin down), the calculation gives 0.16196 / 0.16170 hartree. As for the expectation value of S²: 0.754.

```
! wB97M-V def2-TZVPD RIJCOSX def2/J DEFGRID3
* xyz 0 2
O 1.8454 -0.8347 2.4700
O 1.5749 0.1825 -3.3552
O -0.7344 -2.1023 1.2381
C -0.1047 0.4432 -1.6441
C -1.5619 0.0414 0.5199
C -0.4553 0.7048 -0.1370
C 1.2590 0.8456 -2.2445
C -1.3685 -0.8531 1.6024
H -0.5588 -0.5515 2.3366
H 0.4053 0.2681 0.4082
H 0.1655 -1.9174 1.5411
H -2.2852 -1.1244 2.1187
H -2.5014 0.5888 0.5106
H -0.1959 -0.6395 -1.7673
H -0.9978 0.8879 -2.0955
H 2.6429 -0.3316 2.2861
H 1.1794 1.9334 -2.3669
H -0.3071 1.7793 0.0246
H 1.9984 0.6793 -1.4459
*
```

=====

Computed energies relative to the best structure, in kcal/mol: model i 0.0; model ii 162.2